C34H57ClGeHgN8O4SSi3 as an isolated structure. Source: OMol25; level of theory: wB97M-V/def2-TZVPD.

```
110
Properties=species:S:1:pos:R:3:forces:R:3:lowdin_charge:R:1
Hg -1.470799 -0.125974 -0.248188 0.592 0.668 0.183 1.09
C -3.466175 2.841380 4.314422 0.078 0.000 -0.103 -0.13
C -2.544156 1.800773 4.280208 0.010 0.010 -0.047 -0.10
C -1.770584 1.578431 3.151403 0.000 -0.097 0.229 -0.08
C -1.888282 2.393972 2.027201 0.328 -0.104 -0.104 -0.30
C -2.839823 3.420190 2.056289 -0.094 0.003 -0.005 -0.05
C -3.614943 3.642014 3.185641 0.101 -0.058 0.008 -0.11
N -1.103511 2.099219 0.904708 -1.114 -0.348 0.391 0.04
C -0.482947 3.016658 0.237853 0.544 0.486 -0.262 -0.28
C -0.217203 4.357716 0.746027 -0.122 -0.272 -0.042 -0.04
C 0.421072 5.287714 0.005521 0.202 0.079 -0.420 -0.11
C 0.906380 4.992398 -1.310984 -0.088 0.264 0.323 -0.13
C 0.737143 3.740725 -1.805372 -0.127 -0.269 0.065 -0.06
C 0.054087 2.728609 -1.072523 -0.078 0.161 0.077 -0.23
N -0.174623 1.489492 -1.628288 -0.306 0.317 0.511 0.02
N 0.098412 1.413170 -2.848362 0.108 -0.458 -0.723 0.05
C 0.156058 0.151669 -3.441661 -0.102 0.288 0.078 -0.36
C -0.148068 0.069723 -4.807102 -0.084 0.092 -0.209 -0.02
C 0.200378 -1.068995 -5.490419 -0.104 0.016 -0.075 -0.11
C 0.823071 -2.114909 -4.805825 -0.068 0.034 0.039 -0.10
C 0.998708 -1.971102 -3.443651 -0.201 0.178 0.247 -0.15
N 0.653452 -0.865854 -2.763384 0.318 -0.493 0.042 0.14
H -4.059954 3.023832 5.202400 -0.028 -0.026 -0.023 0.08
H -2.428749 1.147627 5.138591 0.011 0.025 -0.023 0.10
H -1.045820 0.770635 3.121462 -0.029 0.061 0.000 0.09
H -2.978359 4.029906 1.171949 0.014 0.022 -0.004 0.10
H -4.342482 4.446583 3.182322 -0.007 -0.016 -0.010 0.09
H -0.526287 4.588907 1.755716 -0.057 -0.021 0.000 0.10
H 0.593947 6.272281 0.429156 0.033 -0.014 -0.014 0.09
H 1.414882 5.752383 -1.891769 0.042 -0.022 0.057 0.08
H 1.117252 3.476141 -2.782018 0.000 0.000 0.018 0.09
H -0.642502 0.908102 -5.280468 0.073 -0.015 -0.012 0.11
H -0.003735 -1.150861 -6.551296 -0.015 -0.005 -0.027 0.10
H 1.150832 -3.011441 -5.313792 0.003 -0.031 0.003 0.09
H 1.441116 -2.767487 -2.856406 -0.023 0.012 0.039 0.08
N -1.215714 -4.357573 -0.833103 0.285 -0.132 0.042 0.16
C 0.085516 -3.913241 -0.782515 -0.105 -0.009 0.159 -0.68
N 1.047947 -4.868359 -1.124875 -0.091 0.099 -0.063 0.14
O 0.382485 -2.782099 -0.466475 0.086 -0.169 -0.147 -0.03
H -1.408111 -5.143050 -1.430576 -0.029 -0.020 -0.067 0.08
H -1.897001 -3.606488 -0.893742 -0.167 0.102 -0.051 0.04
H 0.810843 -5.825002 -0.918850 0.031 -0.015 0.058 0.08
H 1.972892 -4.596396 -0.825258 -0.006 0.021 0.052 0.08
C -3.252658 -2.476905 -5.538218 0.064 0.295 0.094 -0.03
C -3.558965 -2.398737 -4.078522 0.137 -0.158 -0.019 -0.31
C -4.757347 -2.335712 -3.421476 -0.178 0.047 0.143 0.00
C -4.428725 -2.265159 -2.047301 -0.164 0.000 0.250 -0.35
N -3.118916 -2.306375 -1.870772 -0.152 -0.204 -0.397 0.05
N -2.604750 -2.415513 -3.120431 -0.051 0.127 0.022 0.04
C -5.361272 -2.117204 -0.887644 0.065 0.083 -0.083 -0.04
H -3.994946 -3.090710 -6.045892 -0.010 -0.024 -0.029 0.07
H -2.265549 -2.902674 -5.707759 0.062 -0.062 -0.016 0.06
H -3.264572 -1.480542 -5.990753 0.001 -0.057 0.045 0.08
H -5.743998 -2.293436 -3.860583 0.120 -0.002 0.046 0.11
H -1.621745 -2.233812 -3.241406 0.107 -0.037 -0.065 0.12
H -6.179502 -2.839399 -0.950088 0.015 -0.002 0.015 0.07
H -5.780708 -1.106738 -0.894408 0.036 -0.082 -0.006 0.07
H -4.828020 -2.239970 0.055180 -0.044 -0.018 -0.096 0.02
Cl -3.585752 -1.118248 2.152835 0.268 -0.066 -0.135 0.44
C -2.017399 -1.464805 1.301725 -0.174 -0.177 0.141 -0.73
H -2.076880 -2.493491 0.971558 -0.015 -0.047 -0.051 -0.05
H -1.236159 -1.378026 2.050674 0.022 0.002 0.064 -0.06
C 1.146420 -1.372046 4.528961 -0.201 0.176 0.183 -0.24
Si 2.046583 -1.790921 2.916288 0.192 0.141 0.091 0.23
C 3.811029 -2.196233 3.491799 0.299 -0.020 -0.006 -0.24
C 1.406058 -3.513215 2.478482 -0.258 -0.195 -0.282 -0.24
Ge 1.715881 -0.048023 1.298321 0.097 -0.089 0.099 0.54
Si 3.746434 -0.397979 0.071811 -0.045 -0.019 -0.045 0.23
C 3.753803 0.691804 -1.468450 -0.155 0.206 -0.211 -0.24
C 3.891281 -2.157928 -0.613865 -0.205 -0.249 -0.052 -0.24
C 5.459907 -0.099389 0.826169 0.223 0.074 0.287 -0.24
Si 2.683160 1.691592 2.655345 0.026 0.085 -0.046 0.24
C 1.474897 2.572579 3.812052 -0.376 0.026 0.048 -0.23
C 4.136533 1.380585 3.840425 0.208 -0.178 0.145 -0.25
C 3.326122 3.074028 1.532106 -0.019 0.116 -0.318 -0.24
H 1.365527 -2.110697 5.311908 -0.036 0.047 -0.065 0.02
H 0.057481 -1.341437 4.382982 0.144 -0.003 0.022 0.01
H 1.452363 -0.383293 4.893983 -0.041 -0.141 -0.003 0.00
H 3.798265 -2.988347 4.255403 0.001 0.065 -0.083 0.02
H 4.308403 -1.317419 3.913236 -0.033 -0.118 -0.026 -0.01
H 4.423106 -2.543161 2.647528 -0.084 0.010 0.143 0.00
H 1.451985 -4.170579 3.356605 0.025 0.047 -0.051 0.02
H 2.018653 -3.955039 1.681787 -0.079 0.026 0.084 0.00
H 0.370895 -3.481616 2.115733 0.153 -0.025 0.064 0.01
H 2.886818 0.443099 -2.094345 0.121 0.057 0.082 0.00
H 4.667251 0.556126 -2.063773 -0.060 0.017 0.051 0.02
H 3.666819 1.752661 -1.197919 0.024 -0.137 -0.061 0.01
H 2.970826 -2.356335 -1.177532 0.112 -0.084 0.086 -0.01
H 3.974118 -2.896738 0.196397 -0.023 0.079 -0.152 0.01
H 4.753637 -2.265897 -1.285476 -0.062 0.013 0.076 0.02
H 5.597659 0.952524 1.103349 0.024 -0.131 -0.049 0.00
H 6.240499 -0.367928 0.100183 -0.073 0.029 0.051 0.02
H 5.608844 -0.698316 1.733013 0.023 0.063 -0.140 0.00
H 1.061847 1.885363 4.561953 0.048 0.119 -0.069 0.01
H 0.619956 2.995955 3.268550 0.175 -0.059 0.098 0.00
H 1.991232 3.386081 4.339212 -0.040 -0.052 -0.035 0.02
H 3.815201 0.773833 4.697269 0.052 0.095 -0.077 0.01
H 4.509389 2.341685 4.224364 -0.056 -0.095 -0.027 0.02
H 4.966749 0.856878 3.355592 -0.081 0.093 0.088 -0.01
H 2.585521 3.327540 0.759856 0.122 -0.017 0.143 0.01
H 4.241686 2.764804 1.012570 -0.086 0.074 0.065 0.00
H 3.543903 3.983829 2.107933 0.002 -0.077 -0.043 0.02
C -3.696882 2.987433 -2.011070 0.048 0.242 0.039 -0.15
S -3.979866 1.228658 -1.944299 0.216 -0.453 0.376 0.35
O -5.296570 1.000251 -2.525148 0.052 0.065 0.034 -0.37
O -2.871806 0.624871 -2.701127 -0.139 0.061 -0.034 -0.41
O -3.890138 0.891517 -0.511527 -0.129 0.136 -0.509 -0.45
H -4.311861 3.407437 -2.805881 0.101 0.015 -0.007 0.05
H -2.635318 3.165070 -2.198503 -0.124 -0.001 0.072 0.05
H -3.983077 3.402371 -1.042940 -0.008 0.001 -0.144 0.05
```
Positions in Å, forces in eV/Å.

Summary:
Kohn-Sham gap = 5.32 eV
HOMO = -1.184 eV
electronic energy = -163979.270 eV
charge = -2

=====

C34H57CrGeNO4SSe as an isolated structure. Source: OMol25; level of theory: wB97M-V/def2-TZVPD.

```
100
Properties=species:S:1:pos:R:3:forces:R:3:lowdin_spin:R:1
Cr -0.007961 0.095333 0.879716 0.498 -0.504 -0.118 3.07
C 0.212891 -1.079805 2.736940 -0.138 0.184 0.291 -0.02
C -1.103313 -0.516885 2.773054 -0.091 0.050 0.089 -0.03
C -0.928543 0.918146 2.773035 -0.173 -0.175 0.027 -0.02
C 0.487042 1.156181 2.794697 0.087 -0.065 0.193 -0.03
C 1.188288 -0.058478 2.847680 0.041 0.186 0.144 -0.03
C 2.616293 -0.252252 3.330505 -0.063 -0.145 -0.076 0.00
C 2.507521 -0.290225 4.866860 -0.059 -0.135 0.109 0.00
C 3.180647 -1.588562 2.836062 0.024 -0.025 -0.057 0.00
C 3.560490 0.892898 2.971501 -0.165 0.139 0.182 0.00
C -1.929025 2.075265 2.929166 -0.054 -0.050 -0.138 0.00
C -2.769552 1.901015 4.206507 0.091 0.070 0.048 0.00
C -1.175133 3.400146 3.111666 0.058 0.023 0.022 0.00
C -2.834819 2.222584 1.695732 -0.042 -0.049 0.029 0.00
C -2.295820 -1.464357 3.026326 0.082 -0.012 -0.133 0.00
C -3.669087 -1.055848 2.477355 0.009 0.028 0.070 0.00
C -2.393864 -1.620322 4.556174 0.041 -0.026 0.104 0.00
C -1.981867 -2.856147 2.438407 0.036 -0.011 0.010 0.00
H 0.432166 -2.131730 2.803467 -0.034 -0.030 -0.209 0.00
H 0.952633 2.122817 2.896145 -0.040 0.020 -0.164 0.00
H 1.782301 -1.042355 5.194322 0.101 0.064 -0.018 0.00
H 2.191549 0.681174 5.257925 0.021 -0.086 -0.030 0.00
H 3.480625 -0.537600 5.302077 -0.082 0.034 -0.031 0.00
H 2.666396 -2.438712 3.294683 0.035 0.092 -0.059 0.00
H 4.238541 -1.665141 3.100333 -0.075 -0.012 -0.006 0.00
H 3.083736 -1.684348 1.749879 0.035 0.026 0.076 0.00
H 3.188521 1.851690 3.351093 0.054 -0.135 -0.027 0.00
H 3.697179 0.985750 1.904778 0.053 0.009 -0.398 0.00
H 4.532355 0.712525 3.439679 -0.078 0.037 -0.054 0.00
H -2.126383 1.706511 5.071029 -0.057 0.030 -0.084 0.00
H -3.499949 1.102728 4.137760 0.029 -0.010 0.007 0.00
H -3.316600 2.828556 4.397783 0.029 -0.072 -0.008 0.00
H -0.577945 3.401697 4.030235 -0.073 0.012 -0.114 0.00
H -1.903709 4.210333 3.186336 0.054 -0.035 -0.005 0.00
H -0.515780 3.622369 2.269943 -0.056 -0.033 0.064 0.00
H -3.354308 1.296219 1.446343 0.051 0.109 0.027 0.00
H -2.243026 2.513681 0.821640 -0.039 -0.020 0.079 0.00
H -3.584337 3.002549 1.872336 0.093 -0.098 -0.015 0.00
H -4.049845 -0.126899 2.894660 0.041 -0.064 -0.021 0.00
H -4.384845 -1.839869 2.742232 0.066 0.072 -0.008 0.00
H -3.651292 -0.965387 1.394595 -0.004 -0.024 -0.037 0.00
H -2.728543 -0.702869 5.044197 0.042 -0.091 -0.050 0.00
H -1.423876 -1.899347 4.983635 -0.132 0.011 -0.047 0.00
H -3.111009 -2.413431 4.792094 0.071 0.095 -0.015 0.00
H -1.666931 -2.789434 1.393953 -0.034 -0.011 0.063 0.00
H -2.883861 -3.470830 2.479443 0.070 0.031 0.019 0.00
H -1.211137 -3.384233 3.008592 -0.086 0.074 -0.076 0.00
C 0.832115 3.552872 -3.998300 -0.031 0.133 0.009 0.00
Ge -0.983983 2.873341 -3.718845 0.179 -0.021 0.130 0.00
C -2.282314 4.137132 -4.408338 -0.142 0.023 -0.103 0.00
C -1.095395 1.088290 -4.486994 -0.073 -0.165 -0.094 0.00
C -1.354225 2.594787 -1.786548 -0.034 0.058 0.090 0.00
Se 0.218538 1.935173 -0.852680 0.147 0.324 -0.363 -0.01
C 0.861638 3.652624 -0.237001 0.120 -0.059 0.001 0.00
H 1.146694 3.329763 -5.022120 -0.026 0.034 0.113 0.00
H 1.526808 3.075493 -3.305741 0.067 0.003 -0.037 0.00
H 0.879811 4.636786 -3.858005 0.023 -0.128 -0.003 0.00
H -2.130651 4.296088 -5.479898 -0.042 -0.002 0.137 0.00
H -2.168114 5.094101 -3.894239 -0.043 -0.046 -0.066 0.00
H -3.299331 3.770974 -4.250116 0.069 0.073 -0.037 0.00
H -0.567720 1.035275 -5.444177 -0.080 -0.020 0.117 0.00
H -2.137299 0.792882 -4.645485 0.155 0.006 0.025 0.00
H -0.647240 0.373429 -3.787238 -0.045 0.019 -0.105 0.00
H -2.090780 1.800558 -1.693614 -0.121 -0.012 -0.001 0.00
H -1.724490 3.480709 -1.270642 0.051 0.003 0.018 0.00
H 1.033326 4.288667 -1.100302 0.050 0.007 -0.056 0.00
H 1.793598 3.478480 0.294225 0.028 0.027 0.019 0.00
H 0.124115 4.105376 0.415029 -0.039 0.059 0.034 0.00
O -0.828783 -5.559013 -4.995801 0.043 -0.040 0.091 0.00
C -1.582097 -5.571316 -3.870302 0.041 0.039 0.009 0.00
O -2.243597 -6.531919 -3.614057 -0.119 -0.046 0.111 0.00
C -1.542317 -4.339944 -3.009899 0.015 -0.145 -0.151 0.00
C -0.474646 -3.450295 -2.995982 0.087 0.237 0.133 0.00
C -0.502486 -2.321885 -2.186538 -0.235 -0.027 0.052 0.00
C -1.615111 -2.049064 -1.387875 0.098 -0.125 0.033 0.01
S -1.798920 -0.546160 -0.459569 -0.163 -0.181 -0.241 0.02
C -2.672155 -2.963089 -1.382921 -0.009 -0.049 -0.010 0.00
C -2.629175 -4.097821 -2.181321 -0.169 0.041 0.150 0.00
H -0.422175 -4.697014 -5.113762 0.027 0.167 -0.075 0.00
H 0.413194 -3.638444 -3.596839 -0.093 -0.053 0.009 0.00
H 0.336531 -1.645474 -2.155457 -0.465 -0.077 0.108 0.00
H -3.531789 -2.775182 -0.747443 0.062 -0.023 -0.087 0.00
H -3.442787 -4.816542 -2.176757 0.077 0.111 0.013 0.00
O 3.081232 0.699172 -0.489025 -0.196 -0.224 0.311 0.01
C 2.528828 -0.384798 -0.731713 -0.164 0.346 -0.230 0.01
O 1.429859 -0.852138 -0.320567 0.065 0.379 0.631 0.02
C 3.197175 -1.243883 -1.804968 -0.044 -0.285 -0.221 0.00
N 4.481369 -0.535209 -2.188383 -0.431 -0.178 -0.023 0.00
C 4.435321 -0.221481 -3.663255 -0.114 -0.002 -0.044 0.00
C 3.416762 -1.211808 -4.213655 0.004 -0.088 0.198 0.00
C 2.366958 -1.285941 -3.097484 0.461 0.018 -0.286 0.00
H 3.416187 -2.236054 -1.419129 0.085 -0.053 -0.042 0.00
H 5.305849 -1.064315 -1.933173 0.101 -0.115 0.018 0.00
H 4.393940 0.297597 -1.567450 0.179 0.371 0.025 0.00
H 5.428308 -0.310240 -4.090506 0.083 0.005 0.038 0.00
H 4.093282 0.806586 -3.771452 -0.011 -0.007 0.065 0.00
H 3.886195 -2.189941 -4.363870 -0.053 0.096 -0.005 0.00
H 3.002819 -0.884218 -5.165677 0.028 0.013 0.027 0.00
H 1.755101 -2.183773 -3.147247 0.311 0.151 -0.079 0.00
H 1.705213 -0.414290 -3.139472 0.050 -0.053 -0.017 0.00
```
Positions in Å, forces in eV/Å.

Summary:
Kohn-Sham gap (spin up / spin down) = 7.61 / 7.90 eV
HOMO (spin up / spin down) = -10.239 / -10.402 eV
multiplicity = 4
electronic energy = -206979.468 eV
charge = +1

=====

Question: Which of these has the lowest electronic energy?
Answer: C34H57CrGeNO4SSe

=====

Question: Which formula does entry 2 have?
Answer: C34H57CrGeNO4SSe